Entry 1:
C11H8AuF5N4O3S2Te as an isolated structure, computed with ωB97M-V/def2-TZVPD.

Values from the calculation:
relative energy (zero: lowest compared OMol25 entry of this formula, charge and spin) = 71.7 kJ/mol
charge = 0
strongest force on any atom = 0.025 Eh/bohr
LUMO (spin up / spin down) = -1.64 / -3.96 eV
E = -69881.0669 eV
HOMO-LUMO gap (spin up / spin down) = 8.0195 / 6.5465 eV
2S+1 = 3

XYZ file:
```
35
Properties=species:S:1:pos:R:3:forces:R:3:mulliken_charge:R:1
Au 1.959 -0.768 -0.643 0.6 -1.0 0.4 0.665
S 4.300 -1.280 -0.912 -0.4 0.3 -0.1 -0.160
C 4.658 -1.991 0.557 0.2 -0.1 0.1 0.732
C 5.996 -2.508 0.696 -0.1 0.0 0.1 -0.206
N 7.059 -2.936 0.789 -0.1 0.0 0.0 -0.328
C 3.774 -2.106 1.641 0.1 -0.1 0.3 0.643
S 2.164 -1.629 1.633 0.0 0.0 -0.2 -0.263
C 4.249 -2.658 2.883 0.0 0.1 -0.1 -0.199
N 4.618 -3.086 3.884 -0.1 0.0 -0.1 -0.332
O -3.244 3.766 1.496 0.1 -0.1 0.0 -0.547
C -3.826 2.830 0.633 0.1 0.0 0.1 -0.407
N -2.960 1.658 0.515 0.0 0.0 0.0 -0.086
C -3.420 0.482 0.048 0.0 0.0 0.0 0.471
O -4.592 0.279 -0.219 0.0 0.0 0.0 -0.661
C -2.405 -0.614 -0.179 0.0 0.1 0.0 0.337
C -2.851 -1.903 -0.425 -0.1 -0.1 0.0 -0.335
C -1.932 -2.888 -0.742 0.0 0.0 0.0 -0.673
C -0.592 -2.561 -0.814 0.1 0.0 0.1 -0.293
N -0.157 -1.321 -0.564 -0.1 0.6 0.0 -0.194
C -1.049 -0.370 -0.252 0.0 0.0 0.0 0.497
H -2.510 4.202 1.048 -0.1 0.1 0.0 0.337
H -4.010 3.250 -0.356 0.0 0.0 -0.1 0.271
H -4.772 2.515 1.061 -0.1 0.0 0.0 0.328
H -1.989 1.805 0.728 0.1 0.0 0.0 0.185
H -3.914 -2.106 -0.379 0.0 0.0 0.0 0.514
H -2.245 -3.902 -0.945 0.0 0.0 0.0 0.412
H 0.158 -3.297 -1.072 0.0 0.0 0.0 0.403
H -0.650 0.617 -0.075 0.0 -0.2 0.0 -0.058
F 0.600 0.824 -2.335 -0.2 -0.6 0.2 -0.511
Te 1.307 2.324 -1.424 0.0 1.2 -0.4 1.935
F 1.521 3.032 -3.114 0.2 0.0 -0.4 -0.402
F -0.488 2.807 -1.514 -0.4 0.3 -0.1 -0.410
F 1.612 4.054 -0.855 0.3 0.2 0.3 -0.390
F 0.770 1.994 0.360 -0.2 -0.6 0.3 -0.520
O 2.862 1.487 -1.154 0.0 -0.1 -0.1 -0.758
```
Positions in Å, forces in eV/Å.

Entry 2:
C11H8BNO3S5SbW as an isolated structure, computed with ωB97M-V/def2-TZVPD.

Values from the calculation:
relative energy (zero: lowest compared OMol25 entry of this formula, charge and spin) = 0.0 kJ/mol
charge = -2
strongest force on any atom = 0.037 Eh/bohr
LUMO (spin up / spin down) = 4.22 / 4.20 eV
E = -82389.3720 eV
HOMO-LUMO gap (spin up / spin down) = 4.4463 / 4.2469 eV
2S+1 = 2

XYZ file:
```
31
Properties=species:S:1:pos:R:3:forces:R:3:mulliken_charge:R:1
W 0.728 -2.486 -0.645 -0.3 -1.8 -0.4 0.000
O -0.208 -1.351 0.701 -0.2 0.7 0.2 -0.476
N -1.441 -0.872 0.510 -0.6 0.2 -0.1 0.369
C -1.891 0.009 1.427 0.2 -0.1 -0.1 -0.282
C -3.118 0.588 1.295 -0.2 0.3 0.3 -0.775
C -3.922 0.262 0.196 0.4 -0.4 -0.4 -0.087
C -3.451 -0.666 -0.710 -0.7 0.6 0.3 -0.758
C -2.197 -1.264 -0.562 0.8 -0.7 -0.3 0.531
S -1.556 -2.429 -1.647 -0.3 0.3 0.4 -0.404
H -1.189 0.203 2.225 0.0 0.0 0.0 0.466
H -3.447 1.293 2.046 0.0 0.0 0.0 0.380
H -4.884 0.731 0.043 0.0 0.0 0.1 0.370
H -4.043 -0.960 -1.565 0.1 0.0 0.0 0.370
S 2.975 -1.637 2.927 -0.2 0.1 0.0 -0.772
Sb 2.935 -2.568 0.846 0.6 -0.2 0.8 0.713
S 2.158 -2.443 -2.668 -0.4 0.1 -0.4 -0.636
S 0.857 -4.543 0.342 0.2 0.3 -0.3 -0.618
S 4.902 -3.659 0.516 -0.1 0.1 -0.2 -0.747
O 2.872 -0.060 -1.078 0.3 0.7 -0.2 -0.532
B 1.928 -0.923 -1.745 0.7 -0.6 0.6 0.872
O 0.662 -0.200 -1.852 -0.3 0.8 -0.2 -0.581
C 0.834 0.918 -1.090 0.0 0.0 0.0 0.693
C -0.099 1.882 -0.773 0.1 -0.2 0.0 -0.602
C 0.317 2.921 0.063 -0.1 0.1 0.0 -0.595
C 1.614 2.974 0.550 0.0 0.1 0.1 -0.407
C 2.560 2.002 0.218 -0.1 0.0 -0.1 -0.783
C 2.151 0.987 -0.621 0.0 -0.2 -0.1 0.689
H -1.117 1.808 -1.139 0.0 0.0 0.0 0.474
H -0.397 3.688 0.345 0.0 0.0 0.0 0.352
H 1.904 3.774 1.222 0.0 0.0 0.0 0.344
H 3.563 2.021 0.621 0.0 0.0 0.0 0.431
```
Positions in Å, forces in eV/Å.

Entry 3:
C11H8BiCl4NO4S2 as an isolated structure, computed with ωB97M-V/def2-TZVPD.

Values from the calculation:
relative energy (zero: lowest compared OMol25 entry of this formula, charge and spin) = 333.3 kJ/mol
charge = -2
strongest force on any atom = 0.256 Eh/bohr
LUMO = 3.88 eV
E = -98808.4995 eV
HOMO-LUMO gap = 4.4449 eV

XYZ file:
```
31
Properties=species:S:1:pos:R:3:forces:R:3:mulliken_charge:R:1
Bi -2.032 -1.572 2.155 -1.1 4.2 1.2 1.211
Cl -0.240 4.242 0.106 2.3 1.5 -0.7 -0.167
C -1.521 3.290 0.306 -8.7 -4.0 1.1 -0.365
C -2.857 3.725 0.997 5.3 -0.2 -1.3 0.071
Cl -2.761 5.528 1.161 -1.4 -0.9 0.5 -0.273
C -3.706 2.795 1.555 2.6 -2.6 -2.0 0.232
Cl -5.268 3.252 1.904 -2.0 0.3 1.1 -0.283
C -3.324 1.200 1.405 -0.4 5.6 -2.0 0.549
O -3.707 0.402 2.240 -1.0 -2.2 1.3 -0.805
C -2.516 0.905 0.235 -1.9 1.8 3.5 -0.020
O -2.070 -0.245 0.038 0.6 -6.5 0.1 -0.781
C -1.791 1.912 -0.224 5.7 6.8 -1.1 0.465
Cl -0.358 1.585 -1.354 -1.2 -0.7 0.6 -0.220
O -0.061 -1.818 1.443 1.8 1.0 -1.2 -0.588
S 0.296 -1.855 -0.080 -0.3 -1.7 1.8 0.692
C 1.900 -1.131 -0.373 -3.2 2.5 -1.8 -0.319
C 2.438 -2.164 -1.321 -10.5 -3.7 -1.7 -1.195
C 2.378 -3.605 -0.779 -0.6 4.3 4.6 -0.488
C 0.973 -3.555 0.117 -0.2 -1.6 -6.6 -0.572
H 2.466 -1.144 0.473 1.6 -0.3 2.7 0.318
H 1.675 0.048 -0.537 0.7 -2.8 -0.7 0.183
H 3.251 -1.914 -1.560 12.5 3.4 -2.5 0.874
H 2.153 -2.342 -2.446 -1.2 1.4 1.8 0.211
H 3.320 -3.378 -0.067 -1.8 -2.7 -1.3 0.236
H 2.203 -4.250 -1.583 1.1 -1.5 -0.7 0.362
H 1.175 -3.766 1.097 -0.1 -0.4 2.5 0.291
H 0.140 -4.307 -0.433 2.3 1.9 2.0 0.282
O -2.627 -3.250 1.733 -1.1 -3.0 -1.1 -0.946
S 4.703 4.368 -1.791 8.0 3.5 1.8 -0.759
C 3.433 3.654 -2.132 -4.2 -1.6 -0.8 0.212
N 2.333 3.391 -2.285 -3.5 -2.0 -1.0 -0.410
```
Positions in Å, forces in eV/Å.

Entry 4:
One molecule with the formula C11H8ClNO3, computed with ωB97M-V/def2-TZVPD.

Values from the calculation:
relative energy (zero: lowest compared OMol25 entry of this formula, charge and spin) = 79.2 kJ/mol
charge = 0
strongest force on any atom = 0.107 Eh/bohr
LUMO = 0.21 eV
E = -31690.3701 eV
HOMO-LUMO gap = 10.0765 eV
SMILES string = N#C[C@H]1C[C@](O)(c2ccc(Cl)cc2)OC1=O

XYZ file:
```
24
Properties=species:S:1:pos:R:3:forces:R:3:mulliken_charge:R:1
N -1.880 4.184 -2.164 2.0 -2.7 0.7 -0.441
C -1.214 3.248 -1.910 -1.2 1.6 -0.6 -0.210
C -0.417 2.060 -1.472 -1.2 -0.8 0.7 0.811
C -0.940 1.488 -0.166 -1.8 -0.6 1.2 -1.398
C -1.071 -0.067 -0.293 -1.2 -0.6 -1.6 1.256
O -2.411 -0.514 0.098 1.4 -1.3 -1.1 -0.592
C 0.064 -0.773 0.421 -0.1 0.7 -0.7 -0.031
C -0.235 -1.143 1.694 2.8 -1.8 0.2 -0.457
C 0.736 -1.881 2.386 0.7 0.3 -0.1 -0.564
C 2.040 -2.030 1.883 0.0 -0.2 0.4 0.260
Cl 3.385 -2.728 2.865 -1.4 0.3 -0.7 -0.208
C 2.371 -1.542 0.631 -0.2 0.5 -1.4 -0.729
C 1.368 -0.873 -0.105 -1.0 -0.6 1.5 -0.365
O -0.926 -0.367 -1.757 0.4 2.7 0.3 -0.350
C -0.584 0.813 -2.375 1.6 1.2 -5.1 0.218
O -0.296 0.998 -3.589 -1.4 -2.0 4.2 -0.588
H 0.644 2.318 -1.385 -0.2 -0.1 -0.3 0.419
H -0.292 1.603 0.665 0.7 0.6 0.7 0.430
H -1.924 1.903 0.144 0.5 -0.3 -0.4 0.410
H -2.617 -1.491 -0.195 1.1 2.7 0.7 0.376
H -1.112 -0.833 2.142 -1.9 0.0 0.8 0.550
H 0.476 -2.326 3.318 0.1 0.0 0.8 0.443
H 3.354 -1.740 0.160 -0.6 0.4 0.6 0.358
H 1.481 -0.307 -0.995 0.9 -0.3 -1.0 0.406
```
Positions in Å, forces in eV/Å.

Entry 5:
C11H8ClNO4Sr as an isolated structure, computed with ωB97M-V/def2-TZVPD.

Values from the calculation:
charge = +2
strongest force on any atom = 0.098 Eh/bohr
LUMO = -7.87 eV
E = -34558.2828 eV
HOMO-LUMO gap = 8.1678 eV

XYZ file:
```
26
Properties=species:S:1:pos:R:3:forces:R:3:mulliken_charge:R:1
Sr -0.340 -0.890 -1.096 -0.3 0.6 0.0 1.777
C -0.139 -3.332 0.233 1.1 -3.8 2.7 0.072
O 0.048 -4.251 0.901 -0.8 3.4 -2.5 -0.003
C -2.643 -2.146 -0.495 -4.0 -2.9 1.0 0.032
O -3.507 -2.809 -0.119 3.1 2.5 -1.3 -0.047
C -1.272 -1.953 -3.513 -0.4 -0.6 -4.7 0.042
O -1.408 -2.119 -4.642 0.4 0.5 4.2 -0.004
C -1.592 -0.793 1.563 1.1 1.1 4.2 0.213
O -1.414 -0.588 2.680 -0.9 -0.8 -3.7 -0.094
C -2.441 2.636 -1.276 0.6 -0.5 0.1 -0.613
H -1.999 3.089 -0.372 -0.4 -0.1 -0.5 0.281
H -1.897 2.815 -2.220 -0.5 0.1 0.5 0.329
C -3.523 1.848 -1.225 0.7 -0.8 0.0 -0.535
H -3.900 1.330 -2.116 0.0 0.5 0.3 0.298
H -3.988 1.561 -0.277 -0.1 0.5 -0.3 0.297
Cl 3.628 -0.640 3.660 0.0 0.2 -0.4 -0.136
C 3.048 -0.018 2.160 -0.7 -0.4 0.0 0.033
C 3.757 0.930 1.419 -0.3 -0.3 0.1 -0.166
C 3.218 1.415 0.227 -0.2 -0.1 0.0 -0.762
C 1.989 0.926 -0.214 0.7 -0.3 0.9 0.133
N 1.339 -0.021 0.494 -0.3 -0.3 0.5 -0.402
C 1.815 -0.492 1.679 0.9 1.1 -1.0 -0.359
H 4.711 1.260 1.810 0.0 0.1 -0.2 0.468
H 3.742 2.162 -0.355 0.0 0.0 0.1 0.398
H 1.530 1.317 -1.139 0.2 -0.2 0.4 0.377
H 1.239 -1.234 2.233 0.1 0.2 -0.2 0.372
```
Positions in Å, forces in eV/Å.

Entry 6:
C11H8F6NO9S5W as an isolated structure, computed with ωB97M-V/def2-TZVPD.

Values from the calculation:
relative energy (zero: lowest compared OMol25 entry of this formula, charge and spin) = 133.9 kJ/mol
charge = +1
strongest force on any atom = 0.015 Eh/bohr
LUMO = -6.46 eV
E = -103752.9817 eV
HOMO-LUMO gap = 6.3324 eV

XYZ file:
```
41
Properties=species:S:1:pos:R:3:forces:R:3:mulliken_charge:R:1
W -0.917 1.523 -0.476 -0.3 -0.7 -0.2 1.575
O -3.931 -0.394 -1.124 0.1 0.0 0.0 -0.463
C -2.824 -0.732 -0.891 -0.2 -0.1 -0.1 0.009
O -1.766 0.100 -1.344 0.5 0.3 0.1 -0.351
C -2.387 -1.989 -0.181 0.0 0.0 0.0 -0.051
C -1.529 -2.931 -1.080 0.0 0.0 0.0 -0.050
C -1.622 -4.347 -0.508 0.0 0.0 0.0 -0.885
C -0.753 -4.207 0.768 0.0 0.0 0.0 -0.879
C -0.262 -2.761 0.642 0.0 0.0 0.0 -0.231
O -0.198 -2.536 -0.766 0.0 0.0 0.0 -0.490
C -1.402 -1.803 1.046 0.0 0.1 -0.1 0.381
C -0.970 -0.383 1.019 -0.1 0.0 0.2 -0.238
O -1.801 0.575 1.226 0.2 0.1 -0.1 -0.653
O 0.127 -0.011 0.486 0.1 0.1 0.1 -0.514
H -3.307 -2.467 0.147 0.0 0.0 0.0 0.689
H -1.709 -2.828 -2.146 0.0 0.0 0.0 0.580
H -1.181 -5.052 -1.209 0.0 0.0 0.0 0.353
H -2.647 -4.657 -0.309 0.0 0.0 0.0 0.378
H 0.090 -4.893 0.752 0.0 0.0 0.0 0.354
H -1.308 -4.376 1.690 0.0 0.0 0.0 0.330
H 0.698 -2.534 1.098 0.0 0.0 0.0 0.692
H -1.907 -2.022 1.985 0.0 0.0 0.0 0.597
S -3.968 3.740 -2.734 0.0 0.1 -0.1 -0.055
C -2.789 3.220 -1.814 0.1 0.0 0.2 0.242
S -2.886 2.723 -0.118 0.0 0.0 -0.2 -0.142
S -1.077 2.943 -2.275 -0.2 0.2 0.0 -0.066
F 2.271 4.484 -1.333 0.0 0.0 0.0 -0.157
C 1.711 4.495 -0.146 -0.1 0.1 -0.2 0.677
F 2.471 5.077 0.745 0.0 0.0 0.0 -0.174
F 0.526 5.084 -0.206 0.0 0.0 0.0 -0.173
S 1.411 2.711 0.391 0.4 0.0 0.2 1.486
O 1.125 1.977 -0.903 -0.3 -0.3 -0.1 -0.733
O 0.037 2.703 0.998 -0.1 0.0 0.1 -0.643
N 2.438 2.186 1.331 0.0 0.0 -0.1 -0.476
S 4.074 2.138 0.999 -0.1 0.1 0.0 1.065
O 4.763 2.397 2.205 0.0 -0.1 0.0 -0.564
O 4.309 2.854 -0.213 0.1 -0.1 0.1 -0.560
C 4.242 0.315 0.627 0.0 0.1 0.0 0.752
F 4.006 0.115 -0.659 -0.1 0.0 0.0 -0.209
F 5.470 -0.052 0.931 0.0 0.0 0.0 -0.190
F 3.371 -0.383 1.347 0.0 0.0 0.0 -0.213
```
Positions in Å, forces in eV/Å.

Entry 7:
C11H8N2O as an isolated structure, computed with ωB97M-V/def2-TZVPD.

Values from the calculation:
relative energy (zero: lowest compared OMol25 entry of this formula, charge and spin) = 301.8 kJ/mol
charge = 0
strongest force on any atom = 0.111 Eh/bohr
LUMO = 0.55 eV
E = -16561.2809 eV
HOMO-LUMO gap = 9.5405 eV

XYZ file:
```
22
Properties=species:S:1:pos:R:3:forces:R:3:mulliken_charge:R:1
C 3.255 0.528 -0.647 1.1 -0.7 -0.3 0.109
C -2.493 1.112 -0.522 1.4 2.5 1.3 -0.558
C -2.064 2.168 0.351 -2.3 -1.8 -0.9 -0.542
C -1.604 0.187 -0.984 1.0 -1.8 0.3 -0.421
C -0.763 2.113 0.813 -1.3 1.9 0.7 -0.783
C -0.294 0.280 -0.585 1.0 0.7 -0.3 0.614
C 0.144 1.312 0.300 1.0 -4.5 -3.3 0.046
C 0.971 -1.577 0.314 -0.4 -1.0 -0.6 0.427
C 0.852 -0.646 -0.866 0.9 0.0 -0.2 -0.192
C 2.038 0.089 -0.036 -1.5 -1.9 -0.7 1.023
C 0.061 -2.714 0.750 -0.2 2.1 1.7 -0.993
N 4.250 0.851 -1.110 0.2 0.2 -0.2 -0.454
N 2.003 -1.114 0.897 0.7 1.3 0.5 -0.843
O 1.510 1.245 0.486 -1.2 1.6 1.7 -0.441
H -3.448 1.129 -0.907 -2.1 -0.1 -0.5 0.463
H -2.890 2.860 0.699 1.6 -0.7 -0.2 0.311
H -1.861 -0.763 -1.475 -0.4 0.8 -0.3 0.374
H -0.408 2.711 1.561 0.5 2.1 1.9 0.520
H 1.138 -1.102 -1.880 -0.9 1.0 1.3 0.464
H 0.705 -3.592 0.933 -0.9 -0.1 -0.8 0.380
H -0.856 -2.667 0.067 1.4 -1.0 1.1 0.236
H -0.246 -2.410 1.843 0.2 -0.6 -2.1 0.262
```
Positions in Å, forces in eV/Å.